C14H36BrN15O10P | ωB97M-V/def2-TZVPD

Its net charge is +1. Its HOMO energy is -11.29 eV. The gap between HOMO and LUMO comes out at 6.08 eV.

XYZ file:
```
77
Properties=species:S:1:pos:R:3:forces:R:3
C 4.482 -1.269 1.015 1.25 -0.07 -0.30
N 3.963 -1.079 -0.393 -2.75 0.36 1.08
C 3.496 0.316 -0.549 0.93 0.88 -0.20
C 2.924 -2.024 -0.534 0.73 0.01 -0.22
O 3.072 -3.148 -0.138 -0.44 -0.55 0.03
C 1.555 -1.714 -1.241 1.32 0.37 -0.41
N 0.536 -1.246 -0.238 1.23 -0.88 -2.29
N 1.014 -1.121 0.984 -2.49 0.58 0.44
C 0.057 -0.739 1.812 0.09 0.45 2.14
C -1.314 -0.429 1.545 0.02 -0.37 -1.96
C -1.758 -0.581 0.198 1.95 -1.01 0.78
P -3.505 -0.233 -0.286 -3.54 2.04 1.03
O -4.019 0.753 0.682 1.05 -0.38 0.07
O -4.442 -1.553 -0.181 1.70 0.65 -1.12
O -3.646 0.441 -1.786 1.49 -1.77 1.34
C -0.705 -1.041 -0.667 -1.78 0.35 -0.34
Br -1.139 -1.357 -2.520 0.44 0.06 1.02
H 5.211 -2.100 0.976 -0.56 0.38 0.28
H 3.643 -1.513 1.703 0.64 0.19 -0.37
H 5.005 -0.341 1.337 -0.55 -0.73 -0.29
H 4.393 0.960 -0.436 -0.68 -0.39 -0.02
H 2.807 0.645 0.264 0.28 -0.24 -0.60
H 3.104 0.533 -1.565 0.08 -0.31 0.65
H 1.244 -2.670 -1.708 -0.04 0.73 0.38
H 1.691 -0.907 -1.990 -0.41 -0.61 0.32
H 0.382 -0.651 2.866 -0.09 -0.02 -0.77
H -1.967 -0.090 2.361 0.23 -0.17 -0.56
H -5.322 -1.258 0.144 -0.06 0.08 0.26
H -2.765 0.813 -1.985 -0.57 0.20 -0.46
C 5.438 2.695 2.238 0.05 0.40 0.44
O 4.896 1.655 1.849 0.08 0.20 -0.15
N 5.055 3.918 1.800 -0.29 -0.37 0.03
N 6.458 2.695 3.130 -0.07 -0.34 0.07
H 5.480 4.777 2.098 0.05 0.00 -0.15
H 4.303 3.956 1.136 0.13 0.26 -0.03
H 6.766 1.803 3.474 0.06 0.09 0.00
H 6.915 3.527 3.459 0.15 -0.05 -0.12
C -4.022 -2.120 -5.429 -0.09 -0.03 -0.10
O -3.000 -1.509 -5.707 0.13 -0.01 0.31
N -4.597 -3.006 -6.285 0.07 -0.11 -0.22
N -4.673 -1.962 -4.239 0.14 0.07 0.31
H -5.435 -3.516 -6.080 0.01 0.04 0.00
H -4.146 -3.146 -7.172 -0.04 0.01 0.04
H -4.279 -1.312 -3.582 -0.14 0.05 -0.06
H -5.512 -2.453 -3.994 0.00 0.02 -0.05
C -7.523 -2.283 1.856 0.48 -0.29 0.41
O -7.364 -1.221 1.260 0.34 -0.11 -0.30
N -8.237 -2.372 3.005 0.11 0.28 0.17
N -7.001 -3.461 1.415 0.22 0.02 -0.24
H -8.381 -3.229 3.507 -0.13 0.00 -0.08
H -8.639 -1.523 3.364 0.01 -0.08 0.05
H -6.467 -3.440 0.565 -0.08 -0.10 0.03
H -7.124 -4.337 1.889 -0.05 0.03 0.00
C 5.525 4.787 -1.589 0.06 0.11 -0.05
O 5.114 5.415 -0.627 -0.12 0.01 -0.10
N 5.815 5.378 -2.780 -0.02 0.20 -0.12
N 5.731 3.436 -1.549 -0.08 -0.32 0.19
H 6.155 4.882 -3.581 0.01 0.00 0.04
H 5.676 6.371 -2.844 0.02 -0.06 0.01
H 5.528 2.967 -0.683 0.07 0.03 -0.02
H 6.069 2.901 -2.326 0.01 0.06 0.00
C -11.588 -2.338 1.568 -0.01 -0.02 -0.01
O -11.547 -3.244 2.387 0.05 0.02 0.01
N -10.463 -1.728 1.102 0.23 -0.01 -0.08
N -12.759 -1.865 1.055 -0.31 -0.05 0.02
H -10.466 -0.983 0.431 -0.02 -0.02 0.02
H -9.584 -2.058 1.465 -0.56 0.20 -0.21
H -13.607 -2.294 1.379 0.05 0.03 -0.02
H -12.814 -1.123 0.383 0.04 -0.02 0.02
C 9.882 2.612 1.958 0.06 0.03 0.01
O 9.514 3.471 2.742 -0.10 0.00 0.04
N 11.142 2.096 1.976 0.23 -0.01 0.14
N 9.062 2.096 0.997 -0.30 -0.03 -0.16
H 11.466 1.391 1.341 -0.03 0.03 0.00
H 11.773 2.454 2.671 -0.04 -0.02 -0.05
H 8.124 2.453 0.955 0.06 -0.01 0.03
H 9.344 1.390 0.343 0.05 0.03 0.04
```
Forces are in eV/Å.

***

C14H36BrO11P3S | ωB97M-V/def2-TZVPD

Its HOMO energy is -7.89 eV. The gap between HOMO and LUMO comes out at 6.88 eV.

XYZ file:
```
66
Properties=species:S:1:pos:R:3:forces:R:3
C 2.981 4.687 3.225 -0.34 -0.13 -1.29
P 1.591 3.470 3.095 -0.96 0.23 2.42
C 2.162 1.729 3.333 -0.02 -0.25 -0.86
O 0.720 3.659 1.633 0.12 -0.13 1.15
S -0.941 3.618 1.899 -0.08 0.24 -1.72
O -1.318 2.249 1.650 0.08 0.03 0.58
O -1.076 3.965 3.534 0.42 -0.41 0.05
Br -2.822 3.758 4.076 0.03 0.06 -0.17
H 2.621 5.486 3.873 0.05 -0.19 0.06
H 3.170 5.143 2.246 0.36 -0.13 0.12
H 3.881 4.232 3.641 -0.07 -0.02 -0.15
H 3.240 1.605 3.466 -0.06 0.02 -0.32
H 1.773 1.073 2.532 0.43 0.35 0.18
H 1.674 1.376 4.246 0.03 0.26 -0.04
O -7.005 0.352 -0.428 1.12 0.64 3.12
P -5.894 -0.640 -0.342 -0.40 -3.05 -6.39
O -4.896 -0.202 -1.571 -0.01 0.28 1.11
C -4.602 1.170 -1.819 0.21 0.41 -0.28
C -3.311 1.578 -1.138 0.02 -0.07 0.09
O -6.613 -1.958 -0.981 0.17 -0.02 0.72
C -8.034 -2.053 -1.054 -0.24 0.09 -0.22
C -8.534 -1.614 -2.416 0.05 -0.07 -0.20
O -4.788 -1.668 0.316 -1.14 1.86 1.94
C -3.700 -1.153 1.086 0.63 0.07 0.20
C -4.138 -0.195 2.174 -0.20 -0.07 0.03
H -5.418 1.824 -1.507 -0.13 -0.19 0.04
H -4.496 1.281 -2.900 -0.05 -0.14 0.00
H -3.408 1.550 -0.051 0.01 0.07 -0.02
H -3.030 2.594 -1.424 -0.02 0.00 0.00
H -2.501 0.902 -1.415 0.02 0.04 -0.04
H -8.505 -1.479 -0.256 0.07 0.12 -0.05
H -8.297 -3.100 -0.888 0.18 -0.03 0.01
H -8.118 -0.649 -2.706 -0.05 0.08 0.19
H -9.623 -1.543 -2.424 0.01 -0.02 0.00
H -8.230 -2.332 -3.179 -0.03 -0.02 0.02
H -2.965 -0.694 0.421 -0.14 0.08 -0.07
H -3.209 -2.014 1.543 -0.15 -0.10 -0.11
H -4.685 0.660 1.760 0.11 0.04 0.00
H -3.274 0.184 2.720 0.01 0.07 -0.06
H -4.802 -0.697 2.880 0.01 -0.01 -0.02
O 4.620 -0.775 0.477 3.16 -1.20 0.19
P 4.622 -1.693 -0.701 -6.65 0.98 -2.45
O 4.313 -0.688 -1.964 1.08 -0.38 0.39
C 4.937 0.588 -2.062 0.01 0.48 -0.18
C 6.180 0.537 -2.930 0.06 -0.17 0.03
O 3.172 -2.418 -0.525 0.63 -0.41 0.11
C 2.498 -2.406 0.731 -0.21 0.22 0.18
C 1.493 -1.273 0.789 -0.21 0.07 -0.12
O 5.035 -2.954 -1.677 1.97 0.55 2.07
C 6.318 -2.995 -2.299 0.44 -0.10 -0.48
C 7.459 -2.783 -1.326 -0.12 -0.03 0.17
H 5.180 0.995 -1.079 -0.10 -0.15 0.09
H 4.207 1.259 -2.519 -0.08 -0.10 0.02
H 6.960 -0.067 -2.457 0.02 0.06 0.00
H 6.581 1.539 -3.088 -0.02 0.00 0.02
H 5.958 0.093 -3.901 -0.04 0.05 -0.01
H 3.208 -2.347 1.555 0.05 0.12 -0.06
H 1.978 -3.361 0.830 0.06 -0.04 -0.18
H 1.933 -0.322 0.489 0.18 -0.05 0.11
H 1.086 -1.169 1.796 -0.02 -0.04 -0.01
H 0.667 -1.464 0.102 -0.02 -0.03 0.04
H 6.351 -2.274 -3.120 -0.08 0.11 0.12
H 6.412 -3.983 -2.752 -0.20 -0.01 0.08
H 7.371 -1.822 -0.807 0.05 0.02 -0.08
H 8.416 -2.806 -1.848 0.00 0.04 0.00
H 7.462 -3.565 -0.565 0.01 0.00 -0.02
```
Forces are in eV/Å.

***

C14H36CaN2O6 | ωB97M-V/def2-TZVPD

Its HOMO energy is -6.93 eV. The gap between HOMO and LUMO comes out at 7.33 eV.

XYZ file:
```
59
Properties=species:S:1:pos:R:3:forces:R:3
Ca 0.015 -0.622 0.950 -0.54 -0.60 1.17
C 2.766 -2.836 1.739 0.13 -0.19 -0.45
O 1.776 -2.065 1.216 -1.13 0.87 -0.52
H 3.777 -2.502 1.426 0.04 0.04 0.25
H 2.738 -2.859 2.843 0.20 -0.14 0.05
H 2.711 -3.883 1.370 0.03 -0.07 0.29
C -2.618 1.477 2.254 -0.13 -0.19 -0.33
O -1.731 0.468 1.986 0.79 -0.41 -0.66
H -3.671 1.122 2.243 0.08 0.08 0.27
H -2.426 1.956 3.232 -0.18 0.07 -0.01
H -2.626 2.294 1.492 0.19 -0.01 0.15
C 1.355 0.653 3.641 -0.09 0.12 0.01
O 1.372 0.626 2.235 0.46 0.55 0.11
C 2.264 1.537 1.626 -0.28 0.72 0.22
C 2.210 1.310 0.108 1.45 -0.66 1.51
N 0.845 1.159 -0.412 0.78 1.39 -1.04
C 0.171 2.454 -0.736 0.17 -0.16 -0.06
C 0.248 3.549 0.301 0.22 0.16 0.25
O 1.516 4.179 0.426 -0.09 0.31 -0.24
C 1.856 5.006 -0.678 0.46 -0.63 0.41
H 0.818 1.538 3.995 0.09 0.02 0.08
H 2.376 0.635 4.031 -0.03 -0.01 0.07
H 0.818 -0.233 3.969 0.02 -0.01 0.06
H 3.271 1.371 2.032 0.08 -0.13 -0.36
H 2.006 2.569 1.890 -0.09 -0.16 0.06
H 2.752 0.355 0.049 -0.53 -0.17 -0.59
H 2.886 2.036 -0.360 -0.51 0.25 -0.23
H 0.998 0.796 -1.350 -0.19 -0.48 0.19
H -0.891 2.265 -0.902 0.02 -0.21 -0.02
H 0.598 2.828 -1.675 -0.16 0.11 0.01
H 0.020 3.154 1.291 -0.24 0.01 -0.04
H -0.488 4.315 0.028 -0.12 -0.10 0.13
H 1.011 5.620 -0.996 -0.01 0.01 -0.12
H 2.248 4.385 -1.493 -0.27 0.20 -0.23
H 2.685 5.633 -0.354 -0.12 0.15 0.06
C -1.955 -0.707 -5.207 -0.99 0.01 -0.44
O -1.508 -0.688 -3.866 0.76 0.48 -0.60
C -0.733 -1.815 -3.538 -0.49 -0.84 0.46
C -0.222 -1.671 -2.099 0.13 0.31 -0.61
N -1.167 -0.997 -1.191 -0.45 -1.65 -0.19
C -2.259 -1.919 -0.744 -0.89 0.91 0.26
C -1.863 -3.126 0.068 0.41 0.14 -0.17
O -1.163 -2.639 1.200 -0.38 -0.44 -0.52
C -1.129 -3.553 2.270 0.18 0.13 0.23
H -2.123 0.297 -5.600 0.15 0.15 0.48
H -2.934 -1.208 -5.252 0.20 -0.12 -0.07
H -1.290 -1.188 -5.930 0.27 -0.18 0.39
H 0.114 -1.993 -4.210 -0.02 0.33 -0.10
H -1.374 -2.710 -3.630 0.07 0.06 0.08
H 0.721 -1.116 -2.120 -0.10 0.09 0.04
H 0.050 -2.664 -1.743 -0.05 0.08 0.25
H -1.702 -0.336 -1.748 0.49 0.41 0.07
H -2.925 -2.158 -1.582 0.20 -0.41 0.03
H -2.860 -1.311 -0.054 0.03 0.03 -0.13
H -1.244 -3.824 -0.515 0.03 -0.06 0.26
H -2.754 -3.661 0.411 -0.12 0.06 -0.22
H -0.681 -4.504 1.973 0.00 -0.02 -0.03
H -2.144 -3.704 2.650 0.04 -0.10 0.05
H -0.510 -3.096 3.038 0.00 -0.11 0.07
```
Forces are in eV/Å.

***

C14H36Cl2GeOPdS3Si3 | ωB97M-V/def2-TZVPD

Its net charge is +1. Its HOMO energy (spin up / spin down) is -10.56 / -10.90 eV. Its spin multiplicity is 2. The gap between HOMO and LUMO (spin up / spin down) comes out at 5.88 / 5.50 eV.

XYZ file:
```
61
Properties=species:S:1:pos:R:3:forces:R:3
Pd 1.216 -0.037 1.230 -0.35 -0.72 0.39
S -2.973 1.548 1.801 0.12 0.02 -0.02
C -1.480 0.952 1.709 -0.10 0.00 0.14
S -0.868 -0.499 2.416 0.29 0.16 -0.22
S -0.134 1.690 0.863 -0.41 0.19 -0.15
C 3.509 1.971 0.919 -0.43 0.14 0.17
Si 2.867 2.546 -0.721 -0.09 -0.24 -0.26
C 4.265 2.836 -1.887 0.09 -0.12 -0.02
C 1.660 3.931 -0.732 0.08 0.15 0.11
Ge 1.505 -0.168 -1.208 -0.16 -0.26 -0.50
Si 0.618 1.393 -3.165 0.26 0.21 0.26
C 1.942 2.377 -4.035 -0.14 0.15 -0.17
C -0.735 2.497 -2.533 -0.07 -0.01 0.06
C -0.011 0.069 -4.307 0.16 -0.07 -0.06
Si 3.255 -1.671 -2.090 0.10 -0.13 0.04
C 2.340 -2.903 -3.162 -0.01 -0.02 0.07
C 4.495 -0.739 -3.138 -0.05 0.13 -0.04
C 4.171 -2.543 -0.710 -0.05 0.10 0.09
H 4.389 2.564 1.182 0.08 0.02 -0.10
H 3.780 0.914 0.960 0.03 0.08 -0.04
H 2.724 2.186 1.653 0.19 -0.15 0.09
H 4.627 3.798 -1.498 0.09 0.06 -0.05
H 4.016 2.968 -2.935 0.21 0.00 0.19
H 5.080 2.126 -1.790 0.04 -0.07 0.09
H 2.176 4.726 -0.179 0.00 0.07 0.02
H 0.717 3.738 -0.231 0.10 0.04 0.03
H 1.468 4.294 -1.739 0.11 0.06 0.01
H 2.320 3.199 -3.433 -0.21 -0.01 -0.23
H 1.501 2.826 -4.929 -0.08 -0.06 -0.06
H 2.780 1.757 -4.363 -0.01 0.00 0.05
H -0.345 3.402 -2.070 -0.17 -0.11 -0.09
H -1.378 1.998 -1.811 -0.03 -0.03 0.00
H -1.356 2.795 -3.382 0.01 -0.01 -0.08
H 0.770 -0.270 -4.990 0.01 0.01 -0.02
H -0.810 0.528 -4.895 0.01 0.03 -0.06
H -0.411 -0.787 -3.779 -0.09 -0.04 0.03
H 2.579 -2.750 -4.215 0.00 0.02 -0.03
H 1.263 -2.830 -3.033 -0.03 -0.02 -0.02
H 2.645 -3.917 -2.894 0.02 -0.03 -0.01
H 4.128 -0.588 -4.154 -0.05 0.02 0.00
H 5.404 -1.339 -3.205 0.04 -0.04 -0.03
H 4.777 0.232 -2.740 0.06 0.08 0.06
H 3.517 -3.224 -0.169 -0.02 -0.02 0.04
H 4.604 -1.841 0.006 0.00 -0.02 0.03
H 4.987 -3.138 -1.123 0.02 0.00 -0.10
Cl 2.361 -0.221 3.930 0.21 0.01 0.23
C 2.472 -1.957 3.692 0.01 -0.09 -0.02
Cl 1.996 -2.407 2.016 0.13 0.21 0.02
H 1.788 -2.460 4.367 0.02 0.02 -0.02
H 3.500 -2.273 3.827 -0.05 -0.02 0.02
C -1.038 -3.266 -1.232 -0.09 -0.07 0.02
C -0.962 -1.791 -0.886 -0.02 0.04 -0.15
C -2.246 -1.045 -1.190 -0.06 0.00 0.05
O 0.112 -1.236 -1.656 0.15 0.32 0.15
H -1.783 -3.764 -0.611 -0.02 0.01 -0.01
H -0.077 -3.756 -1.071 0.02 0.02 0.05
H -1.319 -3.408 -2.277 0.00 0.03 -0.03
H -0.750 -1.683 0.174 0.09 -0.03 0.09
H -2.531 -1.165 -2.237 0.03 -0.01 -0.05
H -2.132 0.018 -0.977 0.01 0.00 0.02
H -3.063 -1.419 -0.571 -0.01 -0.02 0.01
```
Forces are in eV/Å.